# C15H15Br2N5PPt

C15H15Br2N5PPt as an isolated structure (ωB97M-V with the def2-TZVPD basis set, OMol25).

Each line ends with the Löwdin spin population.
Positions of all 39 atoms, in Å:
Pt  0.360598  -1.083383  0.250580  1.166
Br  4.786577  3.990395  -0.607574  0.001
C  3.518582  2.653962  -0.325710  0.002
C  3.370749  2.084784  0.930615  0.003
C  2.422634  1.094254  1.088707  0.013
N  1.647189  0.675054  0.085009  0.101
C  1.787194  1.228397  -1.129014  0.014
C  2.717589  2.223400  -1.373026  0.003
C  0.862608  0.702255  -2.165645  0.014
C  0.834069  1.170295  -3.468007  0.003
C  -0.085043  0.621334  -4.349862  0.002
Br  -0.158019  1.216734  -6.114610  0.001
C  -0.949097  -0.371395  -3.911567  0.003
C  -0.853180  -0.783811  -2.597937  0.013
N  0.030560  -0.261536  -1.743602  0.100
H  3.980396  2.394933  1.766142  0.000
H  2.275298  0.605974  2.042968  0.002
H  2.827322  2.663083  -2.351984  0.001
H  1.505323  1.945911  -3.802137  0.001
H  -1.674457  -0.820971  -4.573164  0.000
H  -1.492425  -1.564828  -2.207504  0.002
N  0.549470  -2.893237  1.028762  0.109
C  0.270471  -3.853617  1.668941  0.065
N  0.087603  -4.913134  2.278016  0.084
C  -0.863767  -5.236230  3.136781  0.008
N  -1.679881  -5.563746  3.882610  0.032
C  -2.611485  -1.377511  1.928810  0.026
P  -1.427557  -0.142585  1.356880  0.157
C  -0.930411  0.764710  2.838150  0.027
C  -2.374768  1.040467  0.373333  0.027
H  -3.431189  -0.906909  2.474492  0.006
H  -2.107420  -2.088920  2.583263  0.000
H  -3.015823  -1.926517  1.078620  0.000
H  -1.804681  1.153205  3.363653  0.006
H  -0.286390  1.601015  2.564643  0.000
H  -0.383044  0.100207  3.506580  0.001
H  -3.207831  1.445352  0.950348  0.006
H  -2.770057  0.551827  -0.517147  0.000
H  -1.727708  1.860782  0.060587  0.000

Cartesian forces, eV/Å:
Pt 0.4 -0.1 -0.3
Br 0.1 0.1 0.0
C -0.1 -0.1 0.0
C 0.0 0.0 0.0
C 0.0 0.0 0.0
N 0.2 0.1 0.0
C -0.1 0.0 -0.1
C 0.0 0.0 0.1
C 0.0 0.1 0.1
C -0.1 0.0 0.0
C 0.0 0.0 0.1
Br 0.0 0.0 -0.1
C 0.0 0.0 0.0
C 0.0 0.0 0.0
N 0.0 0.0 -0.2
H 0.0 0.0 0.0
H 0.0 0.0 0.0
H 0.0 0.0 0.0
H 0.0 0.0 0.0
H 0.0 0.0 0.0
H 0.0 0.0 0.0
N -0.1 -0.1 0.1
C -0.1 0.3 0.0
N 0.3 -0.4 0.0
C -0.1 0.1 0.0
N 0.0 0.0 0.0
C -0.1 0.0 0.0
P -0.2 0.0 0.2
C 0.0 0.1 0.1
C -0.1 0.1 0.0
H 0.0 0.0 0.0
H 0.0 0.0 0.0
H 0.0 0.0 0.0
H 0.0 0.0 0.0
H 0.0 0.0 0.0
H 0.0 0.0 0.0
H 0.0 0.0 0.0
H 0.0 0.0 0.0
H 0.0 0.0 0.0

The calculation puts the strongest force on any atom at 0.5 eV/A. Its expectation value of S² is 2.01. Its calculated total energy is -6462.83054 Ha. Its LUMO energy (spin up / spin down) is -4.224 / -4.633 eV. The total charge is +1. As for the multiplicity: 3.



# C3H5CuO5PS

C3H5CuO5PS as an isolated structure (ωB97M-V with the def2-TZVPD basis set, OMol25).

Each line ends with the Löwdin spin population.
Positions of all 16 atoms, in Å:
O  2.479734  -2.560837  -0.164868  0.001
C  2.018883  -1.566909  0.228103  0.001
O  2.586445  -0.364765  0.421968  0.008
C  1.599873  0.648550  0.320039  0.015
C  0.385520  -0.200947  -0.113383  0.026
P  -1.280769  0.271809  0.468117  0.101
O  -2.086685  1.016755  -0.799776  0.000
O  -2.101570  -0.994140  0.757990  0.014
S  -1.203135  1.434570  2.067107  0.810
O  0.633171  -1.377347  0.557181  0.006
H  1.569514  1.103419  1.299364  0.011
H  1.871736  1.386450  -0.402871  0.001
H  0.445096  -0.275423  -1.199737  0.004
H  -1.757335  0.673650  -1.647421  0.000
H  -2.143510  -1.542830  -0.041156  0.001
Cu  -3.016968  2.347996  -1.750657  0.000

Cartesian forces, eV/Å:
O -0.1 0.0 0.4
C 0.3 -0.2 0.4
O 0.4 0.0 -0.8
C 0.2 0.0 0.5
C 0.0 1.4 0.6
P 0.4 0.4 -0.1
O 1.2 -0.9 0.4
O -0.3 0.0 -0.2
S -0.1 0.3 0.4
O -0.2 -1.3 -0.8
H -0.5 0.3 0.4
H 0.4 0.4 -0.5
H -0.4 -0.3 -0.4
H 0.4 -0.6 -0.1
H -0.4 -0.9 0.2
Cu -1.2 1.5 -0.4

The calculation puts the strongest force on any atom at 1.9 eV/A. Its expectation value of S² is 0.75. Its calculated total energy is -2872.79442 Ha. Its LUMO energy (spin up / spin down) is -9.803 / -12.542 eV. The energy above the lowest of the compared OMol25 structures with the same formula, charge and spin is 16.7 kcal per mole. The total charge is +2. As for the multiplicity: 2.



# C36H39O18PS

A 5-piece molecular cluster, C36H39O18PS overall (ωB97M-V with the def2-TZVPD basis set, OMol25).

Each line ends with the Löwdin charge.
Positions of all 95 atoms, in Å:
C  2.087481  3.040341  -2.769927  -0.047
C  0.620477  2.691137  -2.949048  -0.324
C  -0.387901  3.464657  -2.136945  -0.052
C  0.206809  1.729916  -3.824375  -0.099
C  0.676337  0.290953  -3.834622  -0.196
C  -0.446421  -0.719142  -4.113087  -0.172
C  -1.772778  -0.568852  -3.347956  -0.365
C  -1.564254  -0.299006  -1.861664  -0.056
C  -2.758515  0.432045  -3.984198  -0.195
C  -4.215295  0.158406  -3.551649  -0.171
C  -4.936705  1.348361  -2.936726  -0.495
O  -4.126330  1.926785  -1.901409  -0.047
C  -4.741462  2.481364  -0.857971  -0.348
O  -4.137561  2.902517  0.066709  0.113
P  -5.456388  2.653900  -4.140157  0.394
S  -4.317173  3.017527  -5.666730  0.149
H  2.697118  2.210622  -2.409026  0.051
H  2.445186  3.412655  -3.729311  0.087
H  2.188234  3.835932  -2.026235  0.068
H  0.011750  4.382271  -1.700502  0.070
H  -0.681321  2.798382  -1.319214  0.064
H  -1.297518  3.667512  -2.715616  0.083
H  -0.488448  2.009773  -4.618581  0.117
H  1.211254  0.064184  -2.909711  0.110
H  1.414116  0.146285  -4.642161  0.109
H  -0.647526  -0.774447  -5.188004  0.112
H  -0.052316  -1.705667  -3.838359  0.112
H  -2.269665  -1.545967  -3.423536  0.128
H  -1.147936  -1.164947  -1.337952  0.086
H  -0.946243  0.583086  -1.690619  0.067
H  -2.526611  -0.087782  -1.387776  0.053
H  -2.480645  1.431720  -3.647446  0.078
H  -2.640473  0.395996  -5.066709  0.100
H  -4.819105  -0.224443  -4.380320  0.122
H  -4.203982  -0.621193  -2.781014  0.108
H  -5.863481  0.977807  -2.475464  0.119
H  -5.839317  2.524782  -0.896861  0.153
H  -5.614444  3.783966  -3.323985  -0.014
H  -6.742403  2.247918  -4.527071  -0.017
O  -3.258271  2.247470  2.992734  0.119
C  -2.670057  1.193430  3.117381  -0.314
C  -2.740775  0.353632  4.298709  0.058
C  -2.044184  -0.786809  4.339552  -0.251
O  -2.061796  -1.628554  5.369003  0.106
C  -1.165990  -1.234715  3.197955  -0.323
O  -0.562736  -2.286228  3.346679  0.092
C  -1.104535  -0.415311  2.011543  0.065
C  -1.812546  0.727298  1.956625  -0.226
O  -1.814304  1.509755  0.894287  0.096
H  -3.373806  0.675768  5.113364  0.137
H  -1.464211  -2.362225  5.122284  0.116
H  -0.489463  -0.755097  1.189410  0.128
H  -2.415077  2.270787  1.042110  0.095
O  -4.707177  -1.346858  2.591891  0.109
C  -4.748399  -2.334250  1.879201  -0.299
C  -4.224849  -2.383429  0.532348  0.077
C  -4.337867  -3.519717  -0.170317  -0.228
O  -3.892883  -3.667774  -1.409376  0.113
C  -4.998304  -4.755382  0.399768  -0.311
O  -5.064509  -5.727053  -0.330603  0.108
C  -5.500953  -4.710656  1.756343  0.076
C  -5.384871  -3.575053  2.460125  -0.229
O  -5.809446  -3.434035  3.706226  0.123
H  -3.754266  -1.495270  0.136178  0.118
H  -4.109768  -4.586562  -1.667684  0.121
H  -5.956631  -5.603251  2.160639  0.137
H  -5.598464  -2.515768  3.967629  0.122
O  7.345634  4.333092  2.122925  0.113
C  6.715736  3.659666  1.329688  -0.304
C  6.418628  2.250529  1.503678  0.084
C  5.728139  1.615364  0.549534  -0.213
O  5.401035  0.326647  0.611470  0.090
C  5.249275  2.305606  -0.703384  -0.302
O  4.643397  1.622857  -1.511159  0.089
C  5.525968  3.715137  -0.868227  0.076
C  6.214454  4.359920  0.085340  -0.232
O  6.518137  5.646848  0.030608  0.120
H  6.766176  1.755780  2.400366  0.124
H  4.909116  0.129314  -0.211547  0.129
H  5.164985  4.205016  -1.761556  0.135
H  7.019430  5.843705  0.846997  0.121
O  5.582243  -5.739249  4.243007  0.102
C  5.750112  -4.554685  4.012598  -0.316
C  4.868718  -3.740042  3.208549  0.073
C  5.166865  -2.445935  3.010993  -0.226
O  4.423222  -1.624912  2.290957  0.110
C  6.404918  -1.807862  3.608136  -0.302
O  6.595589  -0.629904  3.363453  0.099
C  7.275826  -2.619234  4.430283  0.072
C  6.973853  -3.910830  4.625889  -0.235
O  7.703750  -4.734921  5.360982  0.117
H  3.988989  -4.204991  2.786787  0.136
H  4.875643  -0.756651  2.286575  0.090
H  8.148185  -2.151935  4.864492  0.135
H  7.251568  -5.601829  5.323788  0.120

Cartesian forces, eV/Å:
C -0.5 -0.7 1.3
C 0.0 0.0 -0.4
C 0.0 0.5 -0.9
C 0.2 0.1 0.2
C 1.2 0.7 -1.3
C 0.0 -0.3 0.4
C -0.2 -0.2 -0.1
C -0.4 0.0 0.1
C 0.3 0.1 0.5
C 0.4 0.0 0.0
C -0.6 -0.1 0.3
O 0.1 -0.3 -0.5
C -0.4 -0.1 -0.2
O 0.6 0.5 0.9
P 0.9 0.2 -1.0
S -0.1 -0.1 0.1
H 0.1 0.0 -0.4
H 0.2 -0.1 0.1
H 0.1 0.0 -0.1
H -0.1 0.1 -0.1
H 0.0 0.1 0.0
H 0.0 0.0 0.1
H -1.1 -0.3 1.0
H -0.2 0.0 0.1
H 0.0 -0.2 0.1
H 0.0 0.1 0.1
H 0.1 0.1 -0.1
H 0.1 0.0 0.0
H 0.2 0.1 -0.1
H 0.1 -0.1 0.0
H 0.0 0.0 0.1
H 0.0 0.0 -0.2
H -0.2 0.1 0.0
H 0.0 0.1 0.0
H -0.1 0.0 -0.1
H 0.0 0.1 -0.1
H -0.1 -0.2 -0.3
H -0.4 -0.1 0.3
H -0.2 0.0 0.4
O 0.1 0.0 -0.1
C -0.1 -0.1 0.1
C 0.0 0.1 0.1
C 0.0 0.1 0.1
O 0.0 0.0 0.0
C 0.0 0.0 -0.1
O -0.1 0.0 0.1
C 0.1 -0.1 -0.1
C 0.0 -0.1 -0.1
O 0.1 0.1 0.1
H 0.0 0.0 0.0
H 0.0 0.0 0.0
H 0.0 0.0 0.0
H -0.1 -0.2 0.0
O -0.1 0.0 0.1
C 0.1 0.1 -0.2
C 0.0 0.1 0.0
C 0.1 0.1 0.0
O 0.0 0.0 0.0
C -0.1 -0.1 0.2
O 0.1 0.0 -0.1
C 0.0 -0.1 0.0
C 0.0 -0.1 0.0
O 0.0 0.0 0.0
H 0.1 0.0 0.0
H 0.0 0.0 0.0
H 0.0 0.0 0.0
H 0.0 0.0 0.0
O 0.0 0.1 0.0
C 0.0 -0.2 0.1
C 0.1 0.0 0.1
C 0.1 0.0 0.1
O 0.0 0.1 -0.1
C 0.0 0.2 -0.1
O 0.2 -0.2 0.1
C 0.0 0.0 -0.1
C 0.0 0.0 -0.1
O 0.0 0.0 0.0
H 0.0 0.0 0.0
H 0.0 0.0 0.0
H 0.0 0.0 0.0
H 0.0 0.0 0.0
O 0.1 0.0 0.1
C -0.1 0.0 -0.1
C -0.1 -0.1 0.0
C -0.1 0.0 0.0
O 0.0 -0.1 0.2
C 0.1 0.0 0.1
O -0.1 0.0 0.0
C 0.1 0.1 0.0
C 0.1 0.1 0.0
O 0.0 0.0 0.0
H 0.0 0.0 0.0
H 0.0 0.0 -0.2
H 0.0 0.0 0.0
H 0.0 0.0 0.0

As for the SMILES: CC(C)=CCC[C@@H](C)CC[C@@H](OC=O)[PH2]=S.O=C1C=C(O)C(=O)C=C1O.O=C1C=C(O)C(=O)C=C1O.O=C1C=C(O)C(=O)C=C1O.O=C1C=C(O)C(=O)C=C1O. The calculation puts the strongest force on any atom at 1.9 eV/A. Its calculated total energy is -3488.97320 Ha. Its LUMO energy is -1.681 eV.